Entry 1:
{"formula": "C51H75N23O3S", "method": "ωB97M-V with the def2-TZVPD basis set", "spin_multiplicity": 1, "energy_ev": -105340.553, "charge": 0, "species": ["C", "C", "O", "C", "N", "C", "C", "O", "C", "C", "C", "C", "N", "S", "N", "C", "C", "O", "H", "H", "H", "H", "H", "H", "H", "H", "H", "H", "H", "H", "H", "H", "H", "C", "C", "N", "H", "H", "H", "C", "C", "N", "H", "H", "H", "C", "C", "N", "H", "H", "H", "C", "C", "N", "H", "H", "H", "C", "C", "N", "H", "H", "H", "C", "C", "N", "H", "H", "H", "C", "C", "N", "H", "H", "H", "C", "C", "N", "H", "H", "H", "C", "C", "N", "H", "H", "H", "C", "C", "N", "H", "H", "H", "C", "C", "N", "H", "H", "H", "C", "C", "N", "H", "H", "H", "C", "C", "N", "H", "H", "H", "C", "C", "N", "H", "H", "H", "C", "C", "N", "H", "H", "H", "C", "C", "N", "H", "H", "H", "C", "C", "N", "H", "H", "H", "C", "C", "N", "H", "H", "H", "C", "C", "N", "H", "H", "H", "C", "C", "N", "H", "H", "H"], "xyz": [[3.5392, 0.6340, 0.0920], [2.7237, 0.8046, -1.2919], [3.5547, 0.6369, -2.4508], [2.0572, 2.2601, -1.2144], [1.1518, 2.3864, -2.3742], [0.4685, 3.7052, -2.4488], [-0.4085, 4.0809, -1.1806], [-1.8193, 4.2722, -1.5014], [-2.4361, 3.0109, -1.5578], [-2.7937, 2.4310, -2.9184], [-3.4702, 1.1257, -3.0366], [-3.8139, 0.3530, -1.7897], [-4.4966, -0.8982, -1.7189], [-4.5549, -1.2348, -0.0731], [-3.7812, 0.0403, 0.7225], [-3.4491, 0.8523, -0.3991], [-2.7481, 2.2119, -0.3576], [-2.4082, 2.6676, 0.9558], [2.7341, 0.6497, 0.8993], [4.1273, 1.5962, 0.2057], [4.1686, -0.2983, 0.1171], [1.9310, -0.0144, -1.2557], [3.6056, -0.3271, -2.6167], [2.9042, 3.0162, -1.1819], [1.5445, 2.2959, -0.2094], [1.7804, 2.3738, -3.1926], [-0.2368, 3.6666, -3.3402], [1.1921, 4.5603, -2.6591], [-0.0378, 5.0915, -0.8054], [-0.3077, 3.3723, -0.3065], [-2.5292, 3.0140, -3.8488], [-3.7447, 0.6679, -4.0292], [-1.5707, 2.1843, 1.1444], [-2.9597, 0.8084, 4.3755], [-1.5782, 0.7280, 3.9077], [-0.4937, 0.6677, 3.5342], [-3.0336, 1.3645, 5.3122], [-3.5988, 1.3101, 3.6461], [-3.3814, -0.1830, 4.5504], [-2.4458, -4.9544, 1.8304], [-3.0234, -3.6809, 1.4131], [-3.4781, -2.6767, 1.0841], [-1.7777, -5.3615, 1.0684], [-1.8658, -4.8522, 2.7472], [-3.2164, -5.7027, 2.0181], [-0.8755, -6.2276, 6.2519], [-1.8006, -6.4586, 5.1442], [-2.5262, -6.6389, 4.2708], [0.1638, -6.2596, 5.9191], [-1.0376, -5.2555, 6.7125], [-0.9896, -6.9795, 7.0344], [6.8517, 2.8104, -1.3663], [6.0220, 3.7544, -0.6225], [5.3636, 4.4904, -0.0373], [7.0807, 1.9245, -0.7713], [6.3530, 2.4713, -2.2766], [7.8019, 3.2596, -1.6620], [6.6228, 7.7800, -0.3530], [7.9926, 7.6587, -0.8488], [9.0688, 7.5634, -1.2384], [6.5849, 8.3142, 0.5982], [5.9879, 8.3243, -1.0545], [6.1653, 6.8010, -0.1939], [3.7942, 5.9064, 2.7881], [3.6935, 7.2616, 2.2521], [3.6141, 8.3254, 1.8268], [4.6793, 5.7866, 3.4155], [2.9272, 5.6495, 3.4003], [3.8604, 5.1644, 1.9899], [-2.6416, 7.5639, -3.3990], [-1.2767, 7.0415, -3.3853], [-0.2043, 6.6305, -3.3746], [-3.1027, 7.5102, -2.4110], [-2.6669, 8.6095, -3.7126], [-3.2789, 7.0036, -4.0855], [-6.1851, 5.3037, -1.1005], [-4.7436, 5.1030, -1.2414], [-3.6057, 4.9401, -1.3528], [-6.5046, 5.1972, -0.0621], [-6.4852, 6.2995, -1.4329], [-6.7499, 4.5791, -1.6908], [0.0014, 7.8648, 0.8528], [-1.2727, 8.4999, 0.5275], [-2.2754, 8.9972, 0.2714], [-0.0414, 6.7838, 0.7067], [0.8114, 8.2449, 0.2270], [0.2845, 8.0413, 1.8923], [-3.8407, -2.9394, -4.6052], [-3.9880, -1.6065, -5.1808], [-4.0994, -0.5558, -5.6340], [-2.9688, -3.0004, -3.9511], [-4.7118, -3.2181, -4.0095], [-3.7189, -3.6996, -5.3796], [1.2973, -7.1043, 1.5600], [1.0594, -5.9675, 2.4479], [0.8737, -5.0737, 3.1466], [0.5088, -7.8542, 1.6482], [1.3359, -6.7954, 0.5138], [2.2420, -7.5997, 1.7863], [-4.3265, -6.0009, -8.4691], [-3.5838, -5.7975, -7.2292], [-2.9954, -5.6372, -6.2550], [-4.6301, -7.0429, -8.5887], [-5.2335, -5.3936, -8.4990], [-3.7241, -5.7317, -9.3416], [1.1474, -9.3748, 8.3415], [0.2655, -8.4487, 9.0498], [-0.4258, -7.7215, 9.6083], [1.4020, -10.2373, 8.9602], [0.6808, -9.7537, 7.4298], [2.0838, -8.8939, 8.0530], [5.4863, -9.0147, 1.8045], [4.3143, -9.3433, 0.9946], [3.3943, -9.6014, 0.3577], [5.4017, -8.0201, 2.2465], [5.6189, -9.7246, 2.6229], [6.4010, -9.0295, 1.2092], [-0.6797, -1.1732, -5.0018], [0.4800, -1.3291, -4.1231], [1.3906, -1.4514, -3.4342], [-0.4332, -0.5911, -5.8926], [-1.0595, -2.1392, -5.3419], [-1.5016, -0.6611, -4.4970], [-0.1149, -4.1482, -8.7872], [-1.2595, -4.5036, -9.6235], [-2.1594, -4.7831, -10.2803], [-0.2300, -3.1530, -8.3532], [0.0106, -4.8513, -7.9616], [0.8143, -4.1480, -9.3597], [0.3701, 11.5587, 0.2978], [0.1751, 12.6883, 1.2046], [0.0220, 13.5755, 1.9168], [-0.4378, 10.8288, 0.3850], [0.4038, 11.8814, -0.7445], [1.3057, 11.0341, 0.5046], [-2.2074, 1.5778, -8.3427], [-0.8246, 1.1025, -8.2924], [0.2620, 0.7294, -8.2539], [-2.6869, 1.5278, -7.3627], [-2.2615, 2.6154, -8.6779], [-2.8128, 0.9834, -9.0293], [0.3975, -9.7438, 12.6481], [1.7783, -9.8311, 12.1762], [2.8620, -9.8983, 11.8022], [0.3294, -9.1882, 13.5851], [-0.2420, -9.2374, 11.9219], [-0.0287, -10.7332, 12.8245], [0.6834, -2.3128, 8.1096], [0.4223, -3.7263, 8.3766], [0.2170, -4.8373, 8.5856], [1.1114, -1.8134, 8.9807], [1.3848, -2.1845, 7.2831], [-0.2316, -1.7795, 7.8455]], "mulliken_charge": [-1.006, 0.361, -0.583, -0.672, -0.045, -0.810, 0.058, 0.179, 0.645, -0.394, -1.000, 0.506, -0.546, 0.213, -0.456, 0.781, -0.448, -0.619, 0.343, 0.099, 0.343, 0.228, 0.373, 0.214, 0.238, 0.262, 0.236, 0.454, -0.281, 0.146, 0.358, 0.529, 0.195, -0.813, 0.425, -0.449, 0.327, 0.262, 0.275, -0.748, 0.510, -0.356, 0.246, 0.040, 0.360, -0.571, 0.381, -0.469, 0.323, 0.131, 0.139, -0.894, 0.397, -0.402, 0.274, 0.260, 0.352, -0.242, 0.269, -0.386, 0.252, 0.275, -0.152, -0.685, 0.436, -0.450, 0.314, 0.322, 0.112, -0.863, 0.535, -0.469, 0.148, 0.355, 0.293, -1.199, 0.649, -0.376, 0.283, 0.313, 0.305, -0.617, 0.320, -0.515, 0.137, 0.323, 0.382, -0.648, 0.506, -0.572, 0.280, 0.382, 0.035, -0.611, 0.376, -0.423, 0.295, 0.321, 0.020, -0.635, 0.446, -0.526, 0.275, 0.269, 0.202, -0.867, 0.442, -0.443, 0.313, 0.335, 0.256, -0.781, 0.394, -0.395, 0.277, 0.268, 0.284, 0.481, 0.174, -0.415, -0.060, 0.141, -0.348, -0.701, 0.436, -0.516, 0.129, 0.278, 0.329, -0.216, 0.246, -0.364, -0.173, 0.295, 0.189, -0.596, 0.389, -0.445, 0.112, 0.290, 0.262, -0.715, 0.358, -0.394, 0.274, 0.221, 0.261, -0.931, 0.523, -0.406, 0.306, 0.284, 0.262]}

Entry 2:
{"formula": "C62H97B2ClN11O6", "method": "ωB97M-V with the def2-TZVPD basis set", "spin_multiplicity": 1, "energy_ev": -108409.348, "charge": 1, "species": ["C", "C", "C", "N", "C", "C", "C", "Cl", "C", "C", "C", "C", "C", "C", "O", "O", "B", "O", "O", "C", "C", "C", "C", "C", "C", "C", "C", "C", "C", "C", "C", "O", "C", "C", "B", "N", "O", "H", "H", "H", "H", "H", "H", "H", "H", "H", "H", "H", "H", "H", "H", "H", "H", "H", "H", "H", "H", "H", "H", "H", "H", "H", "H", "H", "H", "H", "H", "H", "H", "H", "H", "H", "H", "H", "H", "H", "H", "H", "H", "H", "H", "H", "H", "H", "H", "H", "H", "H", "H", "N", "C", "C", "C", "C", "H", "H", "H", "H", "H", "N", "C", "C", "C", "C", "H", "H", "H", "H", "H", "N", "C", "C", "C", "C", "H", "H", "H", "H", "H", "N", "C", "C", "C", "C", "H", "H", "H", "H", "H", "N", "C", "C", "C", "C", "H", "H", "H", "H", "H", "N", "C", "C", "C", "C", "H", "H", "H", "H", "H", "N", "C", "C", "C", "C", "H", "H", "H", "H", "H", "N", "C", "C", "C", "C", "H", "H", "H", "H", "H", "N", "C", "C", "C", "C", "H", "H", "H", "H", "H"], "xyz": [[-3.5336, 5.5618, -0.9338], [-3.3283, 4.9981, 0.3268], [-2.0081, 4.7527, 1.0061], [-1.2633, 3.5420, 0.4974], [-0.0748, 3.4462, 1.4491], [1.3158, 3.2739, 0.8353], [2.2929, 2.5496, 1.7774], [2.0066, 4.9667, 0.6491], [-2.0836, 2.3343, 0.8591], [-1.5200, 1.0800, 0.1286], [-0.5193, 0.2182, 0.9396], [-1.1485, -0.5919, 2.0795], [-0.0528, -0.8444, 3.1520], [-0.0952, 0.2052, 4.2338], [-0.5021, 1.2996, 4.0771], [0.3235, -0.1461, 5.4734], [-2.7294, 0.0876, -0.1358], [-3.9411, 0.1951, 0.4764], [-2.5559, -0.9990, -1.0103], [-0.8549, 1.7921, -1.1331], [-1.1720, 1.1980, -2.5191], [-0.3003, -0.0576, -2.7084], [-0.7173, -0.9506, -3.9078], [-0.7155, -2.4479, -3.5076], [0.6465, -3.1298, -3.6407], [1.7538, -2.5011, -2.7827], [3.0806, -3.2654, -2.8363], [3.0595, -4.5250, -1.9266], [4.1214, -4.5358, -0.8113], [5.5210, -4.0519, -1.2479], [5.8897, -2.6244, -0.7853], [4.7862, -1.9038, -0.2766], [5.0499, -0.5194, -0.2246], [-1.0901, 3.3127, -0.9618], [-0.3113, 4.3481, -1.9078], [-0.2779, 5.8015, -1.6877], [0.4245, 3.8795, -2.9845], [-3.7671, 4.8733, -1.7541], [-3.5658, 6.6291, -1.1697], [-4.2285, 4.6906, 0.8731], [-2.2134, 4.6221, 2.0682], [-1.4030, 5.6619, 0.9505], [-0.0167, 4.3423, 2.0593], [-0.2218, 2.6442, 2.1719], [1.3621, 2.8625, -0.1692], [2.3109, 1.4768, 1.5605], [1.9602, 2.6799, 2.8090], [3.3039, 2.9161, 1.6136], [-2.4074, 2.2436, 1.8969], [-3.0473, 2.4325, 0.3437], [0.0405, -0.4739, 0.3048], [0.2268, 0.8839, 1.3797], [-1.9380, -0.0544, 2.6068], [-1.4780, -1.5901, 1.7882], [-0.3125, -1.7938, 3.6380], [0.9392, -0.9993, 2.7175], [1.0125, -0.8253, 5.3776], [-4.5882, -0.3190, -0.0333], [-2.5544, -1.7730, -0.4219], [0.1840, 1.4642, -1.0050], [-2.2394, 1.0010, -2.6831], [-0.8642, 1.8727, -3.3205], [-0.2090, -0.6387, -1.7933], [0.7071, 0.3153, -2.9275], [0.0437, -0.8395, -4.6857], [-1.6923, -0.6537, -4.2994], [-1.3950, -2.9505, -4.2085], [-1.1563, -2.5696, -2.5137], [0.5150, -4.1564, -3.2641], [0.9556, -3.2562, -4.6826], [1.9484, -1.4974, -3.1822], [1.3717, -2.3857, -1.7605], [3.8646, -2.5544, -2.5683], [3.2908, -3.6056, -3.8539], [3.2154, -5.4078, -2.5526], [2.0550, -4.6210, -1.5003], [4.2379, -5.5840, -0.5081], [3.7427, -4.0309, 0.0802], [5.5556, -4.0875, -2.3395], [6.2584, -4.7721, -0.8924], [6.2570, -2.0791, -1.6693], [6.7281, -2.6840, -0.0779], [5.8642, -0.2734, 0.4684], [5.2369, -0.1343, -1.2343], [4.1495, -0.0412, 0.1728], [-2.1079, 3.3777, -1.3861], [-0.0428, 6.0410, -0.7304], [-1.1234, 6.2711, -2.0004], [-0.0642, 4.1463, -3.7836], [7.3525, 5.5062, 0.3475], [7.4529, 4.8452, 1.5402], [6.1889, 4.6978, 2.0467], [5.2891, 5.2900, 1.1182], [6.0389, 5.7773, 0.0802], [8.1262, 5.7551, -0.2426], [8.4112, 4.5399, 1.9249], [5.9369, 4.2188, 2.9792], [4.2150, 5.3497, 1.2036], [5.7524, 6.2925, -0.8212], [5.5114, -7.5873, 1.4921], [6.6631, -8.2843, 1.7417], [6.4070, -9.6113, 1.5247], [5.0487, -9.7204, 1.1232], [4.5242, -8.4562, 1.1101], [5.4063, -6.5926, 1.5755], [7.5610, -7.7771, 2.0521], [7.1145, -10.4156, 1.6395], [4.5187, -10.6243, 0.8723], [3.5378, -8.1001, 0.8642], [0.5723, -4.2312, -7.7171], [1.0673, -3.5230, -8.7790], [2.3378, -3.9695, -9.0269], [2.6198, -4.9914, -8.0809], [1.5114, -5.1312, -7.2895], [-0.3396, -4.1100, -7.3147], [0.4748, -2.7654, -9.2636], [2.9926, -3.6059, -9.8013], [3.5316, -5.5589, -7.9933], [1.3096, -5.7900, -6.4613], [1.7410, 2.1443, 7.3752], [1.1081, 2.5747, 8.5074], [2.0654, 2.8689, 9.4416], [3.3293, 2.6100, 8.8468], [3.0966, 2.1666, 7.5716], [1.2798, 1.8561, 6.5305], [0.0327, 2.6325, 8.5470], [1.8813, 3.2302, 10.4398], [4.2973, 2.7356, 9.3030], [3.7754, 1.8656, 6.7907], [-4.4642, -4.0812, -3.5413], [-4.4107, -2.7134, -3.5341], [-4.9280, -2.2666, -4.7206], [-5.3139, -3.4080, -5.4727], [-5.0176, -4.5112, -4.7180], [-4.1474, -4.6785, -2.7993], [-4.0101, -2.1755, -2.6908], [-5.0228, -1.2347, -5.0189], [-5.7585, -3.4169, -6.4540], [-5.1513, -5.5613, -4.9154], [-2.6099, 1.0195, 7.9774], [-3.8145, 1.4787, 7.5162], [-4.4179, 2.1711, 8.5325], [-3.5412, 2.1325, 9.6500], [-2.4357, 1.4177, 9.2752], [-1.9541, 0.4742, 7.4468], [-4.1371, 1.2724, 6.5093], [-5.3805, 2.6527, 8.4815], [-3.7043, 2.5789, 10.6168], [-1.5421, 1.1565, 9.8171], [1.9822, -3.9184, 5.8951], [1.1038, -4.5432, 5.0450], [0.4394, -5.5029, 5.7587], [0.9285, -5.4540, 7.0917], [1.8756, -4.4681, 7.1454], [2.6080, -3.1758, 5.6422], [1.0310, -4.2531, 4.0095], [-0.3145, -6.1674, 5.3703], [0.6197, -6.0741, 7.9165], [2.4824, -4.1116, 7.9604], [-5.1153, 1.4906, -6.3682], [-6.0749, 2.3378, -5.8786], [-6.9556, 2.6054, -6.8912], [-6.5151, 1.8886, -8.0357], [-5.3809, 1.2093, -7.6816], [-4.3382, 1.1306, -5.8450], [-6.0466, 2.6756, -4.8559], [-7.8213, 3.2429, -6.8205], [-6.9795, 1.8735, -9.0076], [-4.7414, 0.5532, -8.2476], [-6.6128, 6.3916, -0.9736], [-7.5577, 7.2829, -0.5372], [-8.4434, 7.4891, -1.5595], [-8.0220, 6.6887, -2.6553], [-6.8934, 6.0220, -2.2640], [-5.8357, 6.0593, -0.4325], [-7.5162, 7.6914, 0.4585], [-9.3004, 8.1409, -1.5269], [-8.4954, 6.6119, -3.6200], [-6.2669, 5.3198, -2.7889]], "mulliken_charge": [-0.977, -0.388, -1.001, 1.411, -1.334, 1.263, -0.920, -0.462, -2.268, 1.862, -0.192, -0.766, -1.159, 0.512, -0.475, -0.424, 1.005, -0.743, -0.176, 0.004, -1.575, 0.543, -1.123, -0.170, -0.843, -0.105, -0.441, -1.003, -0.118, -0.859, -0.620, -0.184, -0.503, -1.061, 0.798, -0.577, -0.635, 0.416, 0.456, 0.364, 0.635, 0.732, 1.022, -0.125, -0.064, 0.018, 0.190, 0.436, 0.410, 0.832, 0.138, -1.026, 0.380, 0.459, 0.443, 0.618, 0.258, 0.315, 0.211, -0.068, 0.360, 0.547, -0.561, 0.732, 0.447, 0.284, 0.336, -0.030, 0.374, 0.240, 0.213, -0.032, 0.258, 0.465, 0.320, 0.424, -0.108, 0.414, 0.319, 0.454, 0.302, 0.479, 0.351, 0.354, -0.169, -0.159, 0.212, 0.323, 0.293, 0.030, -0.511, -0.749, 0.215, -0.729, 0.189, 0.407, 0.433, 0.437, 0.399, 0.039, -0.476, -0.434, -0.474, -0.390, 0.206, 0.377, 0.390, 0.406, 0.366, 0.039, -0.531, -0.408, -0.442, -0.484, 0.205, 0.384, 0.404, 0.417, 0.424, 0.101, -0.434, -0.669, -0.531, -0.435, 0.238, 0.560, 0.394, 0.406, 0.371, 0.107, -0.963, 0.027, -0.873, -0.445, 0.215, 0.427, 0.691, 0.422, 0.420, 0.071, -0.426, -0.483, -0.530, -0.552, 0.206, 0.389, 0.396, 0.428, 0.511, 0.001, -0.510, -0.475, -0.407, -0.522, 0.220, 0.491, 0.417, 0.395, 0.405, 0.112, -0.438, -0.507, -0.523, -0.372, 0.160, 0.407, 0.399, 0.398, 0.376, 0.097, -0.467, -0.529, -0.604, -0.226, 0.241, 0.363, 0.397, 0.403, 0.328]}